Entry 1:
A cluster of 6 separate species, C12H24Br4O8 in total. Source: OMol25; level of theory: ωB97M-V/def2-TZVPD.

Electronic energy in a.u.: -11369.628048
Gap between HOMO and LUMO in eV: 10.496
E_HOMO in eV: -10.25
SMILES: C[C@H]1COC(=O)O1.C[C@H]1COC(=O)O1.BrCCBr.BrCCBr.O.O

Structure (ORCA input):
```
! wB97M-V def2-TZVPD RIJCOSX def2/J DEFGRID3
* xyz 0 1
C 13.39542 41.83456 -2.14743
C 14.16980 40.77234 -1.41159
C 13.33557 39.57581 -0.92531
O 14.06662 38.41079 -1.30484
C 15.15109 38.79180 -2.01327
O 16.01525 38.05737 -2.38908
O 15.09084 40.07776 -2.27841
H 14.00779 42.73712 -2.20942
H 12.55817 42.14827 -1.52019
H 13.05878 41.55535 -3.14189
H 14.67490 41.20031 -0.54651
H 12.31304 39.51367 -1.30413
H 13.25623 39.50298 0.16189
C 12.04063 41.63072 -6.19546
C 10.75150 40.83783 -6.39203
C 10.86867 39.35665 -6.78071
O 10.10986 38.68127 -5.81327
C 9.69062 39.49562 -4.85802
O 9.03375 39.17832 -3.91720
O 10.09827 40.76832 -5.09260
H 11.77749 42.57988 -5.74241
H 12.57491 41.77387 -7.13470
H 12.63273 40.91549 -5.61797
H 10.06006 41.42454 -7.00069
H 11.93010 39.10791 -6.85078
H 10.47781 39.23295 -7.78983
Br 15.92132 40.76823 -5.10299
C 15.82714 39.17442 -6.22158
C 16.87049 38.12335 -5.87225
Br 16.91604 36.61047 -7.10199
H 16.15027 39.60009 -7.16982
H 14.81697 38.78333 -6.22282
H 16.63405 37.85385 -4.83877
H 17.89229 38.49234 -5.86493
Br 23.59718 39.60279 -2.29163
C 22.66524 39.61048 -3.98482
C 21.31443 38.89019 -3.92217
Br 20.18053 39.59132 -5.37221
H 23.25248 39.15375 -4.77973
H 22.51376 40.63793 -4.30292
H 20.82062 39.12969 -2.98557
H 21.36854 37.82340 -4.10292
O 20.13685 35.86511 -6.96927
H 19.24618 36.23079 -7.11006
H 20.70426 36.36029 -7.56980
O 18.03711 40.56505 -2.76963
H 17.87815 40.09328 -3.59942
H 18.08406 39.86922 -2.10423
*
```

Atomic partial charges in e from the natural (NBO) method, atoms 1 to 8: atom 1 (C): -0.63, atom 2 (C): 0.07, atom 3 (C): -0.10, atom 4 (O): -0.49, atom 5 (C): 0.98, atom 6 (O): -0.61, atom 7 (O): -0.48, atom 8 (H): 0.23

Entry 2:
A structure of composition C20H16ClN5O6S3Ti. Source: OMol25; level of theory: ωB97M-V/def2-TZVPD.

Electronic energy in a.u.: -4001.140973
Gap between HOMO and LUMO (spin up / spin down) in eV: 7.751 / 8.058
Expectation value of S²: 0.753
E_HOMO (spin up / spin down) in eV: -11.87 / -12.14

Structure (ORCA input):
```
! wB97M-V def2-TZVPD RIJCOSX def2/J DEFGRID3
* xyz 1 2
Ti -0.15333 0.42618 -0.33206
O -1.15291 4.68787 3.50823
C -1.16808 3.54493 4.17209
O -1.32043 3.48660 5.35934
C -0.98184 2.28277 3.37277
C -0.97465 0.99710 3.90878
Cl -1.04199 0.54927 5.52974
N -0.82336 0.10585 2.89630
N -0.66849 0.76845 1.73743
C -0.77126 2.06735 2.00683
C -0.64275 2.97330 0.81869
O -0.78195 4.16990 0.89884
O -0.36897 2.32409 -0.28996
C -0.78032 -1.33993 2.91001
C 0.02299 -1.99352 1.98869
C 0.10867 -3.37307 1.99960
C -0.61352 -4.10945 2.92796
C -1.45760 -3.45252 3.81214
C -1.55045 -2.06735 3.80234
H -1.04227 4.58154 2.53442
H 0.52828 -1.44803 1.20875
H 0.74811 -3.86949 1.28164
H -0.53437 -5.18783 2.94875
H -2.05515 -4.01536 4.51594
H -2.22812 -1.57437 4.47866
O 1.90856 0.41117 0.51996
S 2.63980 -0.32539 -0.54307
O 3.47224 -1.39686 -0.13158
N 1.33093 -0.68291 -1.48082
C 1.27396 0.18564 -2.51678
S -0.21758 0.62050 -3.11756
C 2.54552 0.89473 -2.77076
C 2.89818 1.69323 -3.84321
C 4.14851 2.29693 -3.81813
C 5.01773 2.12430 -2.74130
C 4.66194 1.33812 -1.65323
C 3.42087 0.74166 -1.70344
H 2.22143 1.83698 -4.67454
H 4.45442 2.91769 -4.64935
H 5.98178 2.61416 -2.75342
H 5.32352 1.19860 -0.80898
C -2.62743 -2.55719 -3.82425
N -2.34571 -2.12496 -2.46299
C -2.78709 -1.00231 -1.93422
N -3.60426 -0.22224 -2.62771
S -2.35944 -0.56311 -0.30400
H -2.08658 -3.47824 -4.01482
H -2.29585 -1.80688 -4.54432
H -3.69293 -2.75344 -3.95264
H -1.71331 -2.66073 -1.89115
H -3.92133 -0.45405 -3.55497
H -3.94414 0.62033 -2.19864
*
```

Atomic partial charges in e from the natural (NBO) method, atoms 1 to 8: atom 1 (Ti): 1.32, atom 2 (O): -0.66, atom 3 (C): 0.78, atom 4 (O): -0.55, atom 5 (C): -0.24, atom 6 (C): 0.18, atom 7 (Cl): 0.16, atom 8 (N): -0.17

Entry 3:
A structure of composition C40H48ClGdN5O10P2S2. Source: OMol25; level of theory: ωB97M-V/def2-TZVPD.

Electronic energy in a.u.: -5284.602659
Gap between HOMO and LUMO (spin up / spin down) in eV: 5.170 / 4.204
Expectation value of S²: 16.057
E_HOMO (spin up / spin down) in eV: -3.51 / -3.25

Structure (ORCA input):
```
! wB97M-V def2-TZVPD RIJCOSX def2/J DEFGRID3
* xyz -1 8
Gd 0.65058 0.14017 -1.29220
O 5.13117 0.30862 -3.10227
C 4.17011 0.61796 -2.37156
N 3.24929 -0.23198 -1.76803
C 3.61647 -1.52597 -1.95108
C 4.94726 -1.91313 -1.68176
C 5.38765 -3.14506 -2.02001
C 4.57240 -3.98029 -2.77998
C 3.24838 -3.65270 -3.01434
C 2.67788 -2.48400 -2.47819
N 1.39570 -2.11709 -2.40260
C 0.47986 -3.04212 -2.73459
O 0.60245 -4.23596 -3.11392
C -0.94438 -2.58345 -2.80041
C -1.96884 -3.39805 -3.35351
C -3.22417 -2.87558 -3.55768
C -3.46945 -1.51719 -3.20411
C -2.44820 -0.81406 -2.60599
N -1.20948 -1.33183 -2.42602
C 3.95145 2.06518 -2.19981
C 5.00007 2.96203 -2.03848
C 4.77929 4.30762 -2.22937
C 3.46936 4.71433 -2.58911
C 2.46621 3.72775 -2.62917
N 2.70635 2.46860 -2.40768
H 5.59146 -1.24147 -1.14016
H 6.39377 -3.42390 -1.78528
H 4.94094 -4.93640 -3.13888
H 2.62031 -4.32483 -3.52626
H -1.72661 -4.45982 -3.59843
H -4.00180 -3.48809 -4.05738
H -4.44172 -1.00335 -3.29232
H -2.55825 0.20277 -2.28301
H 5.97704 2.51461 -1.69876
H 5.58062 5.01559 -2.00562
H 3.23159 5.73200 -2.91554
H 1.43735 4.00544 -2.86212
S 0.48385 0.50438 -4.36821
C -0.51065 1.75574 -3.82918
N -0.63012 2.09932 -2.55420
C -1.38064 3.25447 -2.34331
C -1.60369 3.96471 -1.12291
C -2.27167 5.17924 -1.20357
C -2.74764 5.63147 -2.43286
C -2.57827 4.94428 -3.63588
C -1.91023 3.75439 -3.57370
S -1.42613 2.81435 -4.93505
H -1.24375 3.57758 -0.18944
H -2.46641 5.77647 -0.30879
H -3.29552 6.57632 -2.46757
H -3.06620 5.34272 -4.53060
C -2.43567 1.54177 4.08070
C -2.38532 2.55200 2.94311
C -3.61567 3.34184 2.69953
O -2.03839 1.83071 1.64565
P -1.82879 0.33754 1.35462
O -1.37857 0.19874 -0.06773
C -0.62105 -0.32631 2.54953
P 0.56649 -1.48245 1.88546
O 1.07653 -1.20448 0.50292
O -0.05388 -2.94622 1.74633
C -0.53429 -3.89726 2.81097
C -0.14364 -5.26389 2.33507
C -2.07451 -3.69830 2.86299
O 1.65187 -1.49384 2.99330
C 2.68171 -2.58330 3.25402
C 3.24707 -2.19914 4.59165
C 3.71159 -2.57770 2.16976
O -3.23579 -0.35876 1.65857
C -4.30537 -0.40852 0.61610
C -4.95367 0.95076 0.46808
C -5.31088 -1.38590 1.20388
H -2.91758 2.03837 4.91756
H -1.43555 1.23938 4.40587
H -3.09693 0.70559 3.88448
H -1.55884 3.23235 3.07956
H -4.52574 2.71536 2.59761
H -3.54980 3.99177 1.80734
H -3.84549 3.95238 3.58615
H -1.16359 -0.76923 3.37523
H -0.06292 0.54189 2.97025
H -0.04742 -3.65834 3.76406
H -0.64945 -5.48174 1.41435
H -0.46578 -6.02525 3.06005
H 0.95476 -5.39255 2.16694
H -2.62344 -4.11749 2.05006
H -2.33187 -2.63830 3.02684
H -2.39888 -4.29574 3.72041
H 2.19843 -3.53488 3.25184
H 3.75777 -1.27058 4.43387
H 3.93880 -2.90425 4.99469
H 2.45046 -2.04583 5.29516
H 4.24461 -1.63785 2.15655
H 3.23523 -2.67287 1.21675
H 4.40601 -3.40907 2.34641
H -3.81176 -0.70678 -0.32443
H -5.47245 1.18129 1.37753
H -5.67640 0.95264 -0.33830
H -4.23733 1.74095 0.17053
H -5.64989 -1.01740 2.17212
H -4.90218 -2.39899 1.31641
H -6.14882 -1.46755 0.52812
Cl 2.20817 2.17526 3.22404
C 2.81614 2.89261 1.67478
C 1.60605 2.95362 0.75749
O 0.95549 4.00256 0.88237
O 1.31690 1.88242 0.12498
H 3.58287 2.20429 1.24010
H 3.24559 3.88295 1.91862
*
```

Atomic partial charges in e from the Löwdin method, atoms 1 to 8: atom 1 (Gd): 1.49, atom 2 (O): 0.02, atom 3 (C): -0.46, atom 4 (N): 0.04, atom 5 (C): -0.26, atom 6 (C): -0.07, atom 7 (C): -0.13, atom 8 (C): -0.11

Entry 4:
The molecule C22H23N3O3S. Source: OMol25; level of theory: ωB97M-V/def2-TZVPD.

Electronic energy in a.u.: -1640.370388
Gap between HOMO and LUMO in eV: 8.754
E_HOMO in eV: -8.23
SMILES: COCCn1c(SCC(=O)Nc2ccc3c(c2)CCC3)nc2ccccc2c1=O

Structure (ORCA input):
```
! wB97M-V def2-TZVPD RIJCOSX def2/J DEFGRID3
* xyz 0 1
C -6.55034 -3.79065 -0.65168
O -5.68279 -3.38170 -1.68429
C -4.35334 -3.18765 -1.28876
C -4.15092 -1.94026 -0.40710
N -2.74451 -1.72171 -0.14740
C -1.96302 -0.98350 -0.98002
S -2.73296 -0.22120 -2.35781
C -1.33800 0.80049 -2.90269
C -0.77221 1.57042 -1.70561
O -1.49199 2.05904 -0.86759
N 0.57822 1.68938 -1.76269
C 1.45117 2.19877 -0.79020
C 1.00671 2.78738 0.38773
C 1.91854 3.24502 1.32726
C 3.27034 3.12117 1.08211
C 3.71685 2.53773 -0.10138
C 2.82085 2.07374 -1.03802
C 5.21607 2.49814 -0.13690
C 5.61962 3.49463 0.96179
C 4.43369 3.52289 1.93979
N -0.70036 -0.78429 -0.83613
C -0.07885 -1.29872 0.26772
C 1.28252 -1.05048 0.47430
C 1.90634 -1.54926 1.59390
C 1.20298 -2.31314 2.52486
C -0.13345 -2.57572 2.33037
C -0.78743 -2.07035 1.20479
C -2.20091 -2.34199 0.98915
O -2.90246 -3.03418 1.69757
H -6.12930 -4.63394 -0.09306
H -7.47376 -4.10093 -1.13714
H -6.76931 -2.97601 0.04607
H -3.97559 -4.06752 -0.74551
H -3.78936 -3.06795 -2.21855
H -4.57485 -1.06343 -0.90190
H -4.63060 -2.09127 0.56336
H -0.60084 0.15510 -3.37741
H -1.75925 1.49598 -3.62966
H 1.04733 1.21969 -2.52440
H -0.05053 2.87894 0.56687
H 1.56354 3.69714 2.24125
H 3.16843 1.61722 -1.95576
H 5.62200 2.76549 -1.11258
H 5.56222 1.48906 0.10514
H 6.55281 3.21732 1.44943
H 5.74794 4.48451 0.52131
H 4.29755 4.50053 2.40178
H 4.56980 2.79038 2.74073
H 1.82183 -0.45668 -0.24542
H 2.95498 -1.34550 1.75398
H 1.70977 -2.69703 3.39717
H -0.70515 -3.16505 3.03126
*
```

Atomic partial charges in e from the natural (NBO) method, atoms 1 to 8: atom 1 (C): -0.25, atom 2 (O): -0.53, atom 3 (C): -0.07, atom 4 (C): -0.26, atom 5 (N): -0.44, atom 6 (C): 0.34, atom 7 (S): 0.30, atom 8 (C): -0.61